[1]
Here is a structure of composition C5H12P2S in a non-equilibrium geometry from OMol25. Energies are from the ωB97M-V functional and the def2-TZVPD basis.

Structure (XYZ):
```
20
Properties=species:S:1:pos:R:3:forces:R:3:lowdin_charge:R:1
C -1.1592 0.3203 -1.5790 -1.47 1.83 1.45 -0.341
C -1.7579 0.0920 -0.1384 -0.76 0.59 0.10 -0.416
C 0.1698 0.9752 -1.6220 2.79 -2.51 1.22 -0.141
C -0.6256 0.5302 2.3833 -2.42 -0.24 2.06 -0.444
C 2.0811 -1.7451 -0.4858 0.43 -1.39 2.13 -0.354
P -0.5506 -0.7026 1.0718 -0.60 -0.61 -0.45 0.708
P 1.3691 -0.1670 0.1467 -1.68 0.49 -1.90 0.174
S 2.5615 0.7566 1.3489 0.38 0.52 0.05 0.123
H -1.1868 -0.6438 -1.9891 0.25 -1.18 -1.24 0.076
H -1.8627 1.0047 -2.1287 0.30 -0.80 0.31 0.123
H -2.1211 1.0062 0.3779 0.67 -0.01 -0.55 0.064
H -2.7420 -0.4529 -0.1918 1.22 -0.12 -0.22 0.078
H 0.7912 0.8818 -2.5432 -0.65 0.07 0.79 0.071
H 0.3339 1.8729 -1.0855 -0.30 1.12 0.13 0.029
H -0.5987 1.5532 2.0929 -0.13 0.88 -0.80 0.006
H 0.2556 0.4658 3.0302 -0.54 -0.53 0.38 -0.007
H -1.7345 0.3926 2.9343 3.20 0.17 -1.06 0.110
H 3.0126 -2.0014 0.2175 -2.19 0.52 -1.41 0.072
H 1.2667 -2.5931 -0.3723 1.79 1.66 -0.69 0.060
H 2.4977 -1.5458 -1.4679 -0.29 -0.46 -0.29 0.011
```
Positions in Å, forces in eV/Å.

Results
LUMO energy	0.47	eV
energy above the lowest of the compared OMol25 structures with the same formula, charge and spin	111.5	kJ/mol
total energy	-1278.5449	Eh
highest occupied orbital energy	-7.8	eV

***

[2]
Here is a structure of composition C10H10O2 in a non-equilibrium geometry from OMol25. Energies are from the ωB97M-V functional and the def2-TZVPD basis.

Structure (XYZ):
```
22
Properties=species:S:1:pos:R:3:forces:R:3:lowdin_charge:R:1
C 3.1892 0.2052 -0.0398 3.03 -0.24 -1.15 -0.106
C 1.7724 -0.0059 0.4393 0.28 -3.58 2.07 -0.306
C 1.2214 -1.3452 -0.2856 -0.93 2.20 1.92 -0.095
C -0.9927 -0.7716 0.0316 1.50 -1.80 0.89 -0.255
C -2.3034 -1.1014 -0.1012 2.91 -4.00 0.21 -0.048
C -3.2786 -0.2257 -0.0813 -2.49 -1.24 -1.40 -0.121
C -3.0055 1.0807 0.0253 2.16 5.30 2.33 -0.081
C -1.6340 1.5264 0.1927 -1.24 -0.88 -1.15 0.060
C -0.5994 0.5036 -0.0511 -2.47 5.16 2.21 -0.099
C 0.7304 1.0325 0.1149 1.78 -1.56 -0.95 -0.390
H 3.8496 -1.0467 -0.2957 -2.06 4.11 1.08 0.182
H 3.8708 0.9141 0.7063 -1.75 -2.11 -2.14 0.122
H 3.1151 0.7175 -1.0887 0.55 -0.86 1.91 0.089
H 1.7663 -0.2889 1.5626 -0.13 0.71 -1.55 0.176
H 1.8458 -2.1918 -0.2678 0.94 -0.77 0.43 0.097
H 1.1720 -0.9500 -1.2940 -0.95 -0.72 -0.68 0.132
H -2.4121 -2.1818 -0.1881 -0.67 0.17 0.07 0.138
H -4.1454 -0.8138 -0.3208 -1.48 1.22 0.34 0.120
H -3.6876 1.9152 0.3109 -0.12 -1.18 -0.75 0.111
H -1.4303 2.6493 0.5224 -0.13 -2.80 -1.14 0.161
O -0.0590 -1.7539 0.3612 0.84 1.20 -2.68 -0.011
O 1.0149 2.1322 -0.2531 0.41 1.68 0.13 0.124
```
Positions in Å, forces in eV/Å.

Results
LUMO energy	0.19	eV
energy above the lowest of the compared OMol25 structures with the same formula, charge and spin	447.1	kJ/mol
total energy	-537.3968	Eh
highest occupied orbital energy	-9.1	eV

***

[3]
Here is a cluster of 2 separate species, C27H47Br3F3N3O2P2S2 in total in a non-equilibrium geometry from OMol25. Energies are from the ωB97M-V functional and the def2-TZVPD basis.

Structure (XYZ):
```
89
Properties=species:S:1:pos:R:3:forces:R:3:lowdin_charge:R:1
C -3.9497 0.7137 3.7056 -0.67 -0.46 0.21 -0.144
C -3.9825 -0.8898 3.3386 -0.96 -0.45 -0.05 -0.258
C -4.2486 -1.1816 1.7135 -0.86 1.07 0.86 -0.203
C -3.0993 -0.5346 0.7447 -1.32 0.99 -0.39 -0.219
N -2.2302 -1.5185 0.0074 -0.94 -0.86 -0.90 -0.249
C -1.7841 -2.6890 0.8463 2.04 -0.59 -0.26 -0.187
C -0.7821 -2.1601 2.0530 0.88 -0.47 -0.33 -0.168
C 0.7141 -1.6887 1.4895 -1.28 0.81 0.61 -0.183
C 1.4346 -0.9299 2.7870 0.49 -1.89 -0.89 -0.147
C 2.9692 -0.4384 2.4930 0.00 0.71 -0.12 -0.490
P 3.9072 -0.0036 4.1446 0.68 0.05 0.47 0.956
C 2.7591 1.0059 5.3233 -0.46 -0.06 1.24 -0.313
C 4.3461 -1.5873 5.1193 0.16 -0.91 1.26 -0.424
C 3.0926 -2.2964 5.9003 -0.22 -1.22 -0.15 -0.209
N 3.9665 -1.4330 1.8822 0.05 1.31 -0.16 0.009
C 5.1225 -0.6168 1.3018 5.03 -1.41 0.47 -0.298
O 6.4371 -0.9221 1.4270 -9.08 2.00 -0.97 -0.030
C 4.4270 0.6827 0.5115 -0.80 -1.26 3.08 -0.346
P 4.1131 -0.0435 -1.2154 1.65 -0.90 -1.20 0.612
O 4.5736 -1.7566 -1.1137 -0.81 2.20 -0.94 -0.409
Br 1.9294 -0.0845 -1.8135 0.25 -0.21 0.74 0.276
C 3.2062 0.9374 1.5709 -0.15 1.73 2.21 -0.284
C 1.9041 1.8390 1.1544 -0.33 -0.11 -1.87 -0.172
C 1.4700 2.9807 2.2532 0.64 0.31 -0.45 -0.168
C -0.0840 3.4920 2.1404 0.06 -0.31 -0.02 -0.619
F -1.0426 2.4851 1.6292 2.58 2.69 0.93 -0.110
Br -0.6667 3.9057 4.0513 0.18 -0.42 -1.58 0.703
C -0.2015 4.9441 1.3201 0.95 0.44 0.11 -0.635
F 0.4067 4.8643 -0.0487 -1.53 0.35 4.47 -0.061
F 0.5325 5.9331 2.1951 -1.68 -2.84 -3.22 -0.120
Br -2.0902 5.6065 1.1746 1.99 -0.68 -0.08 0.727
C -2.7776 -1.9186 -1.3421 -1.66 0.10 0.45 -0.923
S -4.4344 -2.3281 -1.5833 3.45 1.01 0.28 0.609
S -1.5006 -1.9528 -2.7639 -0.83 0.40 0.88 0.727
C -2.0135 -0.7831 -4.1361 -0.17 1.50 -1.33 -0.520
C -1.6268 0.8003 -3.8480 -0.73 0.41 -0.11 -0.304
C -2.2740 1.3152 -2.4101 1.21 -0.33 -0.47 -0.144
H -4.8764 1.2088 3.1668 1.93 -0.88 1.03 0.083
H -4.1437 0.8242 4.8782 0.68 -0.11 -2.60 0.086
H -2.9699 1.2708 3.3773 -1.91 -1.13 0.72 0.051
H -3.0604 -1.4894 3.7541 -1.68 1.34 -0.88 0.091
H -4.9317 -1.3327 3.9108 2.04 0.90 -1.23 0.111
H -5.2577 -0.5900 1.4734 2.13 -1.33 0.47 0.115
H -4.4979 -2.3132 1.5058 0.79 2.35 0.39 0.091
H -3.6685 0.1022 -0.0894 1.41 -1.41 1.87 0.110
H -2.4233 0.2499 1.3292 -1.31 -1.87 -1.13 0.115
H -1.0905 -3.3574 0.1405 -1.50 1.35 1.47 0.138
H -2.6342 -3.4009 1.2186 1.34 1.55 -0.54 0.120
H -0.5841 -3.0413 2.7986 -0.61 1.60 -1.29 0.120
H -1.1959 -1.2458 2.6543 0.52 -1.83 -1.24 0.089
H 1.3514 -2.5808 1.0809 -1.25 1.55 0.90 0.115
H 0.4988 -0.9577 0.6016 0.62 -1.31 1.66 0.055
H 0.7344 -0.0953 3.2141 1.57 -1.32 -1.02 0.114
H 1.5085 -1.7717 3.6267 -0.12 1.86 -1.67 0.112
H 2.6412 0.4854 6.3914 0.31 1.00 -2.40 0.056
H 3.3239 2.0184 5.5294 -1.46 -1.87 -0.59 0.049
H 1.6729 1.1363 4.9081 2.07 0.03 0.80 0.027
H 5.1328 -1.2744 5.9566 -1.62 -0.31 -1.94 0.086
H 4.9389 -2.3442 4.4156 -1.51 1.71 1.43 0.093
H 2.7508 -3.2207 5.2489 0.53 1.81 1.40 0.073
H 3.3796 -2.7193 6.9705 -0.44 0.91 -2.30 0.080
H 2.1511 -1.6188 6.0523 1.91 -1.10 -0.39 0.052
H 3.4686 -2.0781 1.2309 1.08 0.69 0.30 0.106
H 5.0226 1.6900 0.5022 -0.75 -2.29 -0.54 0.140
H 4.8267 -1.9690 -2.0606 -0.38 0.35 1.61 0.059
H 3.7272 1.6401 2.3844 -0.80 -1.22 -1.82 0.095
H 0.9872 1.1586 0.8057 1.99 1.56 1.04 0.086
H 2.2161 2.4370 0.1697 -0.77 -1.27 2.07 0.118
H 1.6816 2.6815 3.3646 -0.54 0.36 -2.28 0.067
H 2.1480 3.9384 2.0322 -1.59 -2.01 0.61 0.147
H -3.1454 -0.8655 -4.4216 2.12 0.05 0.79 0.080
H -1.4057 -1.1072 -5.1079 -1.24 0.33 2.31 0.080
H -2.1161 1.4308 -4.7352 1.09 -1.51 1.96 0.081
H -0.4557 1.0052 -3.8946 -2.49 -0.67 0.26 0.094
H -2.2515 2.4962 -2.3708 -0.24 -2.48 -0.04 0.083
H -1.5580 0.9040 -1.5482 -1.82 0.84 -1.68 0.069
H -3.3606 0.8746 -2.3101 2.16 1.05 -0.08 0.074
C -0.5659 0.7805 -9.7632 0.10 0.10 -0.05 -0.116
C -0.8519 -0.6844 -9.4482 0.37 0.21 -0.05 -0.278
C -2.3127 -0.9373 -9.0702 -0.01 0.54 0.95 -0.188
C -2.6682 -0.1356 -7.8289 -2.30 4.37 6.91 -0.125
N -2.9631 0.5294 -6.7989 2.32 -5.28 -8.38 0.135
H -0.7411 1.4226 -8.8941 -0.05 -0.10 -0.10 0.070
H 0.4813 0.9089 -10.0553 -0.17 -0.01 0.00 0.074
H -1.1959 1.1350 -10.5869 0.09 -0.01 0.12 0.078
H -0.1951 -1.0060 -8.6307 -0.17 -0.06 -0.12 0.111
H -0.5980 -1.2922 -10.3236 -0.14 -0.03 0.15 0.110
H -2.4692 -2.0021 -8.8676 -0.13 0.22 0.13 0.114
H -2.9783 -0.6463 -9.8903 0.00 0.06 0.24 0.117
```
Positions in Å, forces in eV/Å.

Results
LUMO energy	-0.62	eV
total energy	-10871.9761	Eh
highest occupied orbital energy	-8.1	eV

***

[4]
Here is an isolated molecule of CHF3N2 in a non-equilibrium geometry from OMol25. Energies are from the ωB97M-V functional and the def2-TZVPD basis.

Structure (XYZ):
```
7
Properties=species:S:1:pos:R:3:forces:R:3:lowdin_charge:R:1
F -1.8015 -1.6139 -0.2437 1.10 1.24 0.27 -0.094
N -0.4702 -1.6924 0.1831 3.07 1.77 -0.88 0.087
C 0.2954 -0.5834 -0.0402 -9.11 -2.61 -0.99 -0.143
N 1.5293 -0.5707 0.3354 6.92 0.31 1.12 -0.046
F 2.2538 -1.7041 -0.0521 -1.00 0.79 0.30 0.041
F 2.2928 0.4896 -0.2872 -1.58 -1.28 0.55 0.002
H -0.2201 0.3665 -0.2322 0.60 -0.22 -0.37 0.153
```
Positions in Å, forces in eV/Å.

Results
LUMO energy	-0.62	eV
energy above the lowest of the compared OMol25 structures with the same formula, charge and spin	801.3	kJ/mol
total energy	-447.5509	Eh
highest occupied orbital energy	-10.7	eV